--- i ---
A molecular structure, C37H42AsBrIrN7O7S3, computed with wB97M-V/def2-TZVPD.

Each line ends with the Löwdin spin population.
Cartesian coordinates (Å):
Ir 0.39 0.56 0.08  -0.01
N -2.93 -0.86 2.80  0.00
C -1.92 -0.27 2.18  0.00
S -2.04 -0.03 0.47  0.01
N -0.90 0.11 2.90  0.00
N 0.08 0.74 2.31  0.00
C 1.09 1.11 3.02  -0.01
C 2.11 1.98 2.48  0.00
C 3.07 2.54 3.32  0.00
C 4.00 3.42 2.80  0.00
C 3.90 3.78 1.46  0.00
C 2.89 3.20 0.71  0.00
N 2.04 2.29 1.18  -0.02
H -3.73 -1.20 2.27  0.00
H -2.87 -1.04 3.79  0.00
H 1.12 0.84 4.07  0.00
H 3.07 2.29 4.38  0.00
H 4.77 3.85 3.43  0.00
H 4.57 4.50 1.02  0.00
H 2.76 3.49 -0.33  0.00
C 4.52 0.77 -0.14  0.00
As 2.94 -0.37 -0.28  -0.01
C 3.54 -1.73 0.97  0.00
C 3.31 -1.22 -2.05  0.00
C 4.61 -1.96 -2.06  0.00
C 5.80 -1.31 -2.37  0.00
C 7.01 -1.98 -2.31  0.00
C 7.04 -3.33 -1.98  0.00
C 5.86 -3.99 -1.70  0.00
C 4.65 -3.31 -1.74  0.00
H 5.41 0.18 -0.36  0.00
H 4.61 1.15 0.88  0.00
H 4.48 1.62 -0.82  0.00
H 4.59 -1.95 0.80  0.00
H 2.96 -2.64 0.87  0.00
H 3.40 -1.35 1.99  0.00
H 3.30 -0.41 -2.79  0.00
H 2.48 -1.89 -2.26  0.00
H 5.78 -0.27 -2.67  0.00
H 7.93 -1.46 -2.54  0.00
H 7.99 -3.86 -1.93  0.00
H 5.87 -5.05 -1.46  0.00
H 3.73 -3.84 -1.53  0.00
N -0.32 2.89 -0.21  0.04
C -1.45 3.56 0.32  0.00
C -1.83 3.32 1.65  0.00
C -2.88 4.01 2.19  0.00
C -3.53 4.95 1.40  -0.01
C -3.19 5.20 0.09  0.00
C -2.14 4.48 -0.46  0.00
S -4.90 5.88 2.22  -0.05
O -5.78 4.79 2.57  0.37
O -4.18 6.48 3.32  0.37
O -5.37 6.78 1.20  0.33
H 0.51 3.11 0.33  0.00
H -0.18 3.13 -1.18  0.00
H -1.28 2.59 2.23  0.00
H -3.21 3.85 3.21  0.00
H -3.73 5.94 -0.48  0.00
H -1.84 4.67 -1.49  0.00
C -6.96 -0.62 1.92  0.00
C -6.09 -1.60 1.18  0.00
C -5.58 -1.29 -0.08  0.00
C -4.79 -2.19 -0.77  0.00
C -4.51 -3.42 -0.20  0.00
C -5.00 -3.76 1.05  0.00
C -5.80 -2.85 1.73  0.00
S -3.46 -4.52 -1.10  0.00
O -3.81 -4.48 -2.49  0.00
O -3.38 -5.78 -0.42  0.00
N -1.97 -3.75 -0.99  0.00
C -1.07 -4.22 0.06  0.00
C 0.36 -3.74 -0.19  0.00
C 0.43 -2.23 -0.08  0.00
O 0.36 -1.54 -1.13  -0.05
O 0.54 -1.69 1.04  0.05
H -6.91 0.36 1.47  0.00
H -6.66 -0.54 2.96  0.00
H -7.99 -0.96 1.90  0.00
H -5.80 -0.32 -0.52  0.00
H -4.40 -1.97 -1.75  0.00
H -4.77 -4.73 1.47  0.00
H -6.21 -3.11 2.70  0.00
H -1.54 -3.73 -1.91  0.00
H -1.08 -5.31 0.11  0.00
H -1.43 -3.83 1.01  0.00
H 0.68 -4.04 -1.19  0.00
H 1.02 -4.18 0.56  0.00
Br -2.04 -0.28 -2.68  0.00
C -0.40 0.47 -3.20  0.00
C -0.10 0.46 -4.56  0.00
C 1.06 1.08 -5.00  0.00
C 1.89 1.67 -4.06  0.00
C 1.53 1.60 -2.73  0.00
N 0.40 1.02 -2.29  -0.02
H -0.78 -0.03 -5.25  0.00
H 1.30 1.10 -6.05  0.00
H 2.79 2.18 -4.35  0.00
H 2.17 2.02 -1.96  0.00

- net charge = +1
- spin multiplicity = 2


--- ii ---
A molecular structure, C37H42AsBrIrN7O7S3, computed with wB97M-V/def2-TZVPD.

Each line ends with the Löwdin spin population.
Cartesian coordinates (Å):
Ir -0.29 1.44 0.51  0.61
N -1.93 5.42 1.58  0.00
C -1.68 4.13 1.36  0.00
S -0.11 3.74 0.70  0.00
N -2.58 3.24 1.66  0.01
N -2.18 1.98 1.43  0.06
C -3.07 1.06 1.43  0.01
C -2.64 -0.31 1.22  0.00
C -3.71 -1.30 0.90  0.00
C -2.75 -3.21 0.59  0.00
C -1.35 -2.98 1.07  0.01
C -0.80 -1.81 1.36  0.01
N -1.37 -0.51 1.26  0.07
H -1.29 6.14 1.29  0.00
H -2.80 5.68 2.01  0.00
H -4.11 1.32 1.59  0.00
H -4.67 -0.79 0.82  0.00
H -2.92 -4.23 0.27  0.00
H -0.75 -3.86 1.26  0.00
H 0.20 -1.79 1.77  0.00
C 1.25 3.63 -2.23  0.00
As 1.60 2.06 -1.14  0.06
C 3.11 2.73 -0.14  0.01
C 2.28 0.87 -2.55  0.02
C 3.54 0.05 -2.43  0.00
C 3.81 -0.78 -3.53  0.00
C 4.92 -1.61 -3.53  0.00
C 5.78 -1.63 -2.44  0.00
C 5.53 -0.80 -1.36  0.00
C 4.42 0.03 -1.36  0.00
H 2.21 3.87 -2.68  0.00
H 0.91 4.47 -1.64  0.00
H 0.53 3.38 -3.01  0.00
H 3.96 2.78 -0.83  0.00
H 3.36 2.12 0.72  0.00
H 2.88 3.74 0.19  0.00
H 2.38 1.58 -3.37  0.00
H 1.44 0.25 -2.81  0.00
H 3.15 -0.77 -4.38  0.00
H 5.11 -2.24 -4.39  0.00
H 6.65 -2.27 -2.44  0.00
H 6.20 -0.80 -0.51  0.00
H 4.25 0.66 -0.50  0.00
N 0.59 1.30 2.47  0.00
C 1.84 1.76 3.11  0.00
C 2.36 3.02 2.92  0.00
C 3.58 3.35 3.50  0.00
C 4.26 2.43 4.28  0.00
C 3.68 1.19 4.54  0.00
C 2.47 0.85 3.96  0.00
S 5.87 2.81 4.97  0.00
O 6.68 1.68 4.54  0.00
O 6.22 4.08 4.35  0.00
O 5.61 2.86 6.39  0.00
H -0.18 1.64 3.04  0.00
H 0.59 0.29 2.61  0.00
H 1.85 3.75 2.31  0.00
H 4.03 4.32 3.34  0.00
H 4.21 0.49 5.17  0.00
H 2.03 -0.12 4.16  0.00
C -5.58 -3.78 2.96  0.00
C -5.09 -3.30 1.63  0.00
C -5.82 -3.47 0.52  0.00
C -5.49 -3.07 -0.84  0.00
C -4.37 -2.46 -1.25  0.00
C -3.23 -2.09 -0.37  0.00
C -3.74 -2.65 1.66  0.00
S -4.38 -2.03 -2.99  0.00
O -5.37 -1.01 -3.18  0.00
O -4.43 -3.26 -3.72  0.00
N -2.90 -1.33 -3.29  0.00
C -2.90 -0.01 -3.98  0.00
C -2.90 1.15 -3.00  0.00
C -1.57 1.28 -2.28  0.00
O -0.51 1.32 -2.89  0.00
O -1.68 1.31 -0.99  0.00
H -6.59 -4.20 2.90  0.00
H -5.59 -2.97 3.69  0.00
H -4.92 -4.55 3.35  0.00
H -6.78 -3.96 0.63  0.00
H -6.25 -3.28 -1.58  0.00
H -2.45 -1.59 -0.94  0.00
H -3.35 -2.63 2.68  0.00
H -2.35 -2.01 -3.80  0.00
H -3.76 0.07 -4.64  0.00
H -2.00 0.02 -4.59  0.00
H -3.72 1.07 -2.29  0.00
H -3.04 2.07 -3.58  0.00
Br 2.88 -1.04 1.47  0.00
C 2.05 -1.65 -0.11  0.01
C 2.53 -2.80 -0.71  0.00
C 1.85 -3.27 -1.82  0.00
C 0.73 -2.58 -2.26  0.00
C 0.34 -1.44 -1.59  0.00
N 1.01 -0.95 -0.53  0.10
H 3.40 -3.30 -0.32  0.00
H 2.20 -4.16 -2.33  0.00
H 0.16 -2.92 -3.12  0.00
H -0.52 -0.88 -1.91  0.00

- net charge = +1
- spin multiplicity = 2


Of them, ii has the lowest stability.


--- i ---
2 unconnected molecules or ions with the total composition C4H14N2OS, computed with wB97M-V/def2-TZVPD.

Each line ends with the Mulliken charge.
Cartesian coordinates (Å):
N 2.31 -1.39 -1.60  -0.59
C 1.18 -0.86 -0.84  0.31
C 1.69 0.35 -0.01  -0.88
N 0.77 0.99 0.94  -0.37
C -0.04 2.02 0.23  -0.37
C -1.53 1.86 0.49  -0.79
S -2.21 0.28 -0.19  -0.25
H 2.39 -1.00 -2.53  0.24
H 3.21 -1.39 -1.15  0.23
H 0.33 -0.65 -1.47  0.25
H 0.83 -1.54 -0.05  -0.23
H 2.19 1.10 -0.63  0.37
H 2.60 -0.06 0.48  0.39
H 0.12 0.25 1.20  0.19
H 0.28 2.14 -0.79  0.31
H 0.14 3.03 0.67  0.29
H -1.66 1.67 1.55  0.33
H -2.13 2.67 0.11  0.45
H -2.80 0.63 -1.36  0.12
O -0.09 -2.96 1.19  -0.68
H -0.44 -2.36 1.87  0.31
H 0.87 -3.02 1.16  0.35

- net charge = 0
- SMILES string = NCCNCCS.O


--- ii ---
2 unconnected molecules or ions with the total composition C4H14N2OS, computed with wB97M-V/def2-TZVPD.

Each line ends with the Mulliken charge.
Cartesian coordinates (Å):
N -1.31 -0.42 2.21  -0.55
C -2.18 -0.47 1.03  -0.50
C -1.61 -0.93 -0.35  -0.59
N -0.24 -0.56 -0.72  -0.30
C -0.01 0.54 -1.84  -0.48
C 1.56 0.73 -1.95  -0.65
S 2.49 1.91 -0.94  -0.10
H -0.95 -1.27 2.53  0.21
H -0.65 0.22 2.33  0.23
H -2.97 -1.18 1.38  0.34
H -2.77 0.49 0.90  0.29
H -2.25 -0.54 -1.21  0.26
H -1.57 -1.99 -0.44  0.38
H 0.14 -0.16 0.13  0.10
H -0.59 1.45 -1.47  0.32
H -0.44 0.23 -2.73  0.46
H 2.01 -0.30 -1.98  0.33
H 1.55 1.04 -3.05  0.30
H 3.12 1.07 -0.08  -0.02
O 2.30 0.26 2.33  -0.63
H 2.87 0.21 1.46  0.33
H 1.50 -0.32 2.45  0.30

- net charge = 0
- SMILES string = NCCNCCS.O


Of them, ii has the lowest stability.


--- i ---
2 unconnected molecules or ions with the total composition C4H14N2OS, computed with wB97M-V/def2-TZVPD.

Each line ends with the Mulliken charge.
Cartesian coordinates (Å):
C 2.05 1.07 1.33  -1.32
C 1.12 0.13 0.55  0.50
C 1.85 -0.83 -0.39  -1.10
S 3.33 -1.65 0.25  -0.21
N 0.14 0.84 -0.28  -0.43
C -1.07 1.31 0.39  -0.71
N -2.32 0.82 -0.15  -0.62
H 1.64 2.09 1.27  0.35
H 2.12 0.93 2.41  0.30
H 3.02 1.12 0.85  0.39
H 0.47 -0.46 1.20  0.36
H 1.14 -1.58 -0.70  0.44
H 2.15 -0.35 -1.32  0.36
H 2.74 -2.69 0.85  0.12
H 0.56 1.54 -0.88  0.25
H -1.04 1.04 1.44  0.42
H -1.10 2.40 0.36  0.42
H -2.49 1.12 -1.09  0.23
H -2.33 -0.20 -0.18  0.26
O -3.78 -2.45 -1.73  -0.65
H -3.56 -2.12 -2.62  0.32
H -4.64 -2.07 -1.54  0.32

- net charge = 0
- SMILES string = C[C@H](CS)NCN.O


--- ii ---
3 unconnected molecules or ions with the total composition C4H14N2OS, computed with wB97M-V/def2-TZVPD.

Each line ends with the Mulliken charge.
Cartesian coordinates (Å):
C 2.53 -0.46 -0.35  -0.65
O 2.99 0.19 0.82  -0.48
C 1.88 0.52 -1.33  -0.17
N 1.52 -0.14 -2.57  -0.54
H 1.90 -1.34 -0.25  0.41
H 3.45 -0.81 -0.84  0.34
H 2.23 0.31 1.41  0.30
H 1.08 0.96 -0.71  0.04
H 2.59 1.33 -1.48  0.38
H 0.01 -0.86 -0.31  -0.05
H 1.38 0.48 -3.35  0.23
H 0.65 -0.65 -2.40  0.21
C -2.71 -0.47 0.26  -0.51
C -1.78 0.58 0.90  -0.58
S -0.21 -0.17 1.46  -0.17
N -3.91 0.03 -0.40  -0.63
H -3.04 -1.20 1.02  0.28
H -2.12 -1.03 -0.46  0.40
H -2.27 0.92 1.82  0.35
H -1.58 1.38 0.19  0.34
H -3.64 0.65 -1.15  0.23
H -4.46 0.58 0.26  0.25

- net charge = 0


Of them, ii has the lowest stability.


--- i ---
2 unconnected molecules or ions with the total composition C4H14N2OS, computed with wB97M-V/def2-TZVPD.

Each line ends with the Mulliken charge.
Cartesian coordinates (Å):
C 2.61 0.64 -0.63  -0.99
N 1.40 -0.12 -0.84  -0.21
C 0.21 0.70 -0.81  -1.15
C -1.06 0.13 -0.15  0.82
N -1.82 1.29 0.37  -0.80
C -1.91 -0.81 -1.06  -0.63
S -2.06 -2.45 -0.30  -0.22
H 2.60 1.58 -1.20  0.34
H 3.61 0.21 -0.66  0.36
H 2.64 1.11 0.38  0.32
H 1.47 -0.98 -0.34  0.27
H 0.30 1.63 -0.22  0.42
H 0.07 0.84 -1.89  0.32
H -0.70 -0.37 0.75  -0.17
H -2.63 0.90 0.84  0.25
H -2.08 1.97 -0.32  0.23
H -2.77 -0.22 -1.36  0.43
H -1.22 -0.92 -1.91  0.29
H -1.16 -2.33 0.66  0.12
O 1.11 -1.21 2.83  -0.63
H 0.75 -0.56 2.22  0.33
H 0.63 -1.03 3.65  0.31

- net charge = 0
- SMILES string = CNC[C@@H](N)CS.O


--- ii ---
3 unconnected molecules or ions with the total composition C4H14N2OS, computed with wB97M-V/def2-TZVPD.

Each line ends with the Mulliken charge.
Cartesian coordinates (Å):
C 1.02 -0.44 -1.09  -0.05
N 0.97 -1.80 -0.56  -0.70
C 0.30 0.27 2.60  -0.58
N 0.94 1.46 2.12  -0.25
C -0.20 0.00 -1.97  -0.59
C -1.10 1.01 -1.29  -0.55
S -0.25 2.48 -0.67  -0.02
H 1.06 0.26 -0.26  -0.09
H 1.97 -0.25 -1.60  0.35
H 1.32 -2.38 -1.32  0.28
H 0.50 -0.57 1.93  0.27
H 0.70 0.07 3.60  0.34
H 1.00 2.33 2.64  0.27
H -0.80 0.26 2.77  0.24
H 0.22 0.43 -2.87  0.31
H -0.71 -0.94 -2.14  0.42
H -1.87 1.41 -1.95  0.41
H -1.61 0.54 -0.41  0.28
H 0.60 1.68 1.18  -0.17
H -0.07 -2.03 -0.41  0.32
H -2.38 -2.16 -0.02  0.14
O -1.61 -1.62 -0.28  -0.64

- net charge = 0


Of them, ii has the lowest stability.


--- i ---
C4H5FN2O in the gas phase, computed with wB97M-V/def2-TZVPD.

Each line ends with the Mulliken charge.
Cartesian coordinates (Å):
C -0.88 0.93 1.73  -0.79
N -1.05 0.48 0.37  -0.25
C 0.00 -0.07 -0.32  0.48
C 0.09 -0.77 -1.49  -0.50
C 1.48 -0.94 -1.59  0.42
F 2.10 -1.58 -2.56  -0.26
N 2.19 -0.42 -0.62  -0.46
O 1.22 0.15 0.20  -0.13
H -1.82 1.42 2.04  0.31
H -0.09 1.69 1.77  0.26
H -0.62 0.13 2.42  0.29
H -1.94 0.09 0.17  0.25
H -0.67 -1.09 -2.13  0.38

- net charge = 0
- SMILES string = CNc1cc(F)no1


--- ii ---
C4H5FN2O in the gas phase, computed with wB97M-V/def2-TZVPD.

Each line ends with the Mulliken charge.
Cartesian coordinates (Å):
C -0.06 0.40 -0.67  0.00
C -0.84 -0.81 -0.57  -0.40
C -0.40 1.12 0.71  0.37
C 1.35 0.04 -0.21  -0.49
N -1.19 -0.86 0.68  0.37
N -0.68 0.06 1.47  -0.82
O -0.24 2.28 0.95  -0.53
F 2.00 -0.68 -1.26  -0.33
H -0.19 1.00 -1.58  0.47
H -1.37 -1.27 -1.30  0.50
H 1.24 -0.57 0.58  0.32
H 2.05 0.81 -0.03  0.33
H -1.67 -1.51 1.23  0.22

- net charge = 0


Of them, ii has the lowest stability.


--- i ---
C9H10O2 in the gas phase, computed with wB97M-V/def2-TZVPD.

Each line ends with the Mulliken charge.
Cartesian coordinates (Å):
C -1.77 0.37 -1.59  -1.49
C -1.37 -0.09 -0.24  1.17
C 0.06 -0.25 -0.07  0.32
C 0.79 0.37 0.98  -0.49
C 2.20 -0.02 1.11  -0.45
C 2.74 -1.01 0.30  -0.71
C 1.96 -1.53 -0.71  -0.47
C 0.68 -1.20 -0.90  -0.37
C -2.23 0.26 0.97  -0.63
O -2.75 -1.08 1.02  -0.28
O -2.03 -1.48 -0.09  -0.24
H -2.89 0.54 -1.70  0.37
H -1.56 -0.43 -2.30  0.31
H -1.15 1.16 -1.83  0.44
H 0.34 1.04 1.66  0.39
H 2.77 0.59 1.80  0.36
H 3.76 -1.16 0.30  0.43
H 2.44 -2.27 -1.29  0.38
H 0.07 -1.69 -1.71  0.20
H -1.81 0.50 1.87  0.42
H -2.92 0.91 0.65  0.35

- net charge = 0
- SMILES string = C[C@@]1(c2ccccc2)COO1


--- ii ---
C9H10O2 in the gas phase, computed with wB97M-V/def2-TZVPD.

Each line ends with the Mulliken charge.
Cartesian coordinates (Å):
C -2.54 -1.33 -0.65  -0.78
O -1.67 -0.40 -0.02  -0.27
C -0.37 -0.78 0.11  0.18
C 0.39 -1.65 -1.17  -0.55
C 1.67 -1.69 -0.86  0.06
C 2.49 -1.36 0.14  -0.56
C 2.03 -0.15 0.85  -0.63
C 0.50 0.26 0.74  0.11
C 0.49 1.50 -0.15  0.56
C -0.81 2.25 -0.12  -1.03
O 1.41 1.86 -0.85  -0.56
H -3.09 -1.76 0.11  0.33
H -2.00 -2.22 -1.08  0.32
H -3.08 -0.72 -1.28  0.31
H 3.28 -1.89 0.54  0.48
H 2.25 -0.45 1.93  0.32
H 2.51 0.78 0.52  0.33
H 0.01 0.40 1.69  0.47
H -1.26 2.68 -1.10  0.29
H -0.64 3.11 0.54  0.28
H -1.58 1.57 0.12  0.35

- net charge = 0
- SMILES string = COC1=C=C=CC[C@H]1C(C)=O


Of them, ii has the lowest stability.


--- i ---
A molecular structure, C4H3Br2NO, computed with wB97M-V/def2-TZVPD.

Each line ends with the Mulliken charge.
Cartesian coordinates (Å):
C -0.21 0.28 2.18  0.56
C -0.13 -0.66 -1.68  0.15
C -0.86 0.46 0.98  -0.84
C 0.78 -0.03 -0.70  -0.10
N 0.45 0.23 3.12  -0.36
O -0.23 -1.86 -1.78  -0.41
Br 1.40 1.68 -0.97  0.03
Br 2.04 -1.18 0.15  0.03
H -0.60 0.00 -2.56  0.27
H -0.95 1.43 0.60  0.41
H -1.68 -0.34 0.66  0.27

- net charge = 0


--- ii ---
2 unconnected molecules or ions with the total composition C4H3Br2NO, computed with wB97M-V/def2-TZVPD.

Each line ends with the Mulliken charge.
Cartesian coordinates (Å):
O 2.24 -0.04 3.04  -0.31
C 1.44 0.41 2.34  0.82
C 0.57 1.02 1.60  -0.40
Br -1.22 0.38 1.52  -0.11
Br 1.06 2.58 0.71  -0.05
C -1.11 -1.00 -1.52  -0.72
C 0.07 -0.08 -1.54  0.37
N 0.97 0.60 -1.64  -0.35
H -1.01 -1.92 -2.31  0.27
H -2.03 -0.54 -1.71  0.28
H -0.97 -1.40 -0.48  0.20

- net charge = 0
- SMILES string = O=C=C(Br)Br.CC#N


Of them, i has the lowest stability.


--- i ---
A gas-phase ion, C2H3O2S2 (charge -1), computed with wB97M-V/def2-TZVPD.

Each line ends with the Mulliken charge.
Cartesian coordinates (Å):
C -0.86 0.04 0.43  -0.77
C 0.17 -0.51 -0.53  0.11
O 1.82 1.13 0.70  -0.53
O 1.23 -1.30 -0.08  -0.39
S -2.42 0.61 -0.41  -0.66
S 1.77 0.24 -0.45  0.36
H -0.97 -0.68 1.18  0.30
H -0.61 1.15 0.74  0.18
H -0.13 -0.68 -1.56  0.41

- net charge = -1


--- ii ---
A gas-phase ion, C2H3O2S2 (charge -1), computed with wB97M-V/def2-TZVPD.

Each line ends with the Mulliken charge.
Cartesian coordinates (Å):
O -1.37 1.37 -0.06  -0.59
C -0.56 0.54 0.36  0.53
O -0.02 1.04 1.61  -0.50
C -0.22 -0.79 -0.56  -0.33
S 0.26 0.04 -2.04  -0.55
S 1.25 -1.70 0.19  -0.30
H -0.34 2.00 1.69  0.33
H -1.07 -1.52 -0.48  0.28
H 2.05 -0.98 -0.71  0.14

- net charge = -1
- SMILES string = O=C(O)[C@@H]([S-])S


Of them, i has the lowest stability.


--- i ---
2 unconnected molecules or ions with the total composition CH6NOS, computed with wB97M-V/def2-TZVPD.

Each line ends with the Mulliken charge.
Cartesian coordinates (Å):
C -0.77 -0.69 0.23  -0.04
N -1.44 -0.03 1.12  -0.22
O 0.71 0.55 -0.28  -0.49
S 1.57 0.71 -1.48  0.22
H -1.32 -0.46 -0.80  0.24
H -0.27 -1.61 0.54  0.34
H -1.59 -0.40 2.10  0.27
H 2.34 -0.35 -1.33  0.22
H -1.84 0.82 0.91  0.22
H 2.60 1.46 -1.01  0.24

- net charge = +1


--- ii ---
A gas-phase ion, CH6NOS (charge +1), computed with wB97M-V/def2-TZVPD.

Each line ends with the Mulliken charge.
Cartesian coordinates (Å):
N -0.85 -1.15 -0.04  -0.22
C -0.18 0.17 -0.04  -0.51
O 1.02 0.19 0.64  -0.36
S 1.79 1.65 0.77  0.04
H -1.42 -1.16 0.80  0.37
H -1.46 -1.20 -0.88  0.38
H -0.04 -1.73 0.13  0.35
H -0.73 0.97 0.32  0.43
H 0.03 0.51 -1.15  0.36
H 1.81 1.75 -0.54  0.16

- net charge = +1
- SMILES string = [NH3+]COS


Of them, i has the lowest stability.